*1*
{
  "formula": "C4H26BO21",
  "method": "wB97M-V/def2-TZVPD",
  "homo_lumo_gap_ev": 9.21,
  "charge": -1,
  "species": ["O", "C", "O", "B", "O", "C", "O", "O", "C", "O", "C", "O", "O", "O", "H", "H", "O", "H", "H", "O", "H", "H", "O", "H", "H", "O", "H", "H", "O", "H", "H", "O", "H", "H", "O", "H", "H", "O", "H", "H", "O", "H", "H", "O", "H", "H", "O", "H", "H", "O", "H", "H"],
  "positions_angstrom": [[-3.2827, -0.4583, 2.0906], [-2.1965, -0.1922, 1.7484], [-1.8198, 0.2120, 0.5817], [-0.4648, -0.0603, 0.4680], [-0.0396, -0.3560, 1.7955], [-1.0504, -0.3593, 2.5123], [-0.8177, -0.6018, 3.7022], [0.4284, 0.9417, -0.0908], [0.9128, 0.5619, -1.1760], [1.4284, 1.3667, -1.9768], [0.5800, -0.7817, -1.4030], [-0.1513, -1.1730, -0.4330], [0.7398, -1.4366, -2.3878], [-4.4844, -0.2834, -0.8837], [-4.1430, -0.9798, -0.4165], [-3.7846, 0.1227, -1.2470], [2.1879, -0.9453, -4.9082], [1.6082, -0.1050, -5.0148], [1.6908, -1.2214, -4.1118], [-4.5709, 1.5258, 3.3816], [-4.2288, 0.6987, 2.9701], [-4.2310, 2.1493, 2.7763], [0.9380, 4.2191, 0.3624], [1.0980, 3.5278, 0.9393], [0.4327, 4.8986, 0.7827], [1.2336, 4.0872, -2.5105], [1.3147, 3.2522, -2.4273], [1.1457, 4.3088, -1.5799], [4.4215, 2.7016, -1.2246], [4.2002, 2.4143, -2.0446], [3.8321, 2.1381, -0.7263], [2.1149, 0.2640, 4.0837], [3.0212, -0.0014, 3.7046], [1.5253, -0.4604, 3.4867], [3.8508, 1.2079, -3.6671], [3.3357, 0.3560, -3.3507], [3.9630, 1.0757, -4.6616], [-5.7579, -2.0903, 1.5400], [-5.5313, -1.3928, 2.1975], [-4.9367, -2.2401, 1.0088], [-1.7213, -2.8825, -2.5708], [-0.7050, -2.5187, -2.5103], [-2.2766, -2.4547, -1.9182], [3.3775, 1.1735, 1.1794], [2.8151, 1.8641, 1.3597], [3.1020, 0.2600, 1.1579], [-1.0938, -2.9821, 5.4428], [-0.9180, -2.1301, 5.0173], [-0.2474, -3.2828, 5.7997], [1.1822, -4.6900, -2.6018], [1.6055, -4.1607, -1.9277], [0.3674, -5.0868, -2.3184]]
}

*2*
{
  "formula": "C4H26BO21",
  "method": "wB97M-V/def2-TZVPD",
  "homo_lumo_gap_ev": 9.47,
  "charge": -1,
  "species": ["O", "C", "O", "B", "O", "C", "O", "O", "C", "O", "C", "O", "O", "O", "H", "H", "O", "H", "H", "O", "H", "H", "O", "H", "H", "O", "H", "H", "O", "H", "H", "O", "H", "H", "O", "H", "H", "O", "H", "H", "O", "H", "H", "O", "H", "H", "O", "H", "H", "O", "H", "H"],
  "positions_angstrom": [[-39.9948, 7.8830, 27.7815], [-39.7374, 7.6892, 29.0243], [-38.8802, 7.0557, 29.3916], [-38.3957, 7.4293, 30.7331], [-39.3416, 8.5149, 30.9892], [-40.1175, 8.6176, 30.0193], [-41.0701, 9.5298, 29.9845], [-37.1172, 8.0197, 30.8856], [-36.6300, 7.4985, 31.8256], [-35.5639, 7.7781, 32.3906], [-37.4962, 6.4846, 32.4127], [-38.5162, 6.3504, 31.7069], [-37.2869, 5.9647, 33.4561], [-34.7792, 7.7923, 35.1148], [-33.8559, 7.5108, 34.8603], [-35.2396, 8.0143, 34.2982], [-40.1465, 10.2032, 26.2690], [-40.1909, 11.0624, 26.9263], [-40.1057, 9.5321, 26.8647], [-43.6671, 10.0131, 30.0179], [-42.7068, 9.6390, 30.0804], [-43.6450, 10.6421, 29.4142], [-34.6219, 9.9258, 30.7507], [-34.6455, 9.6338, 29.7881], [-34.6556, 9.1850, 31.1812], [-37.1986, 10.3201, 28.7797], [-36.9093, 10.0379, 27.8901], [-36.7865, 9.6427, 29.3617], [-40.7461, 9.5612, 33.9219], [-39.9118, 9.7962, 33.6235], [-41.3583, 9.9969, 33.3336], [-38.7491, 3.9981, 28.5493], [-38.5944, 4.7717, 28.0011], [-39.6389, 4.1263, 28.7944], [-42.6555, 11.1228, 32.5282], [-43.4160, 10.6406, 32.9348], [-42.6975, 10.7104, 31.6906], [-37.7683, 5.4900, 36.1759], [-38.1750, 4.6140, 35.8034], [-37.4070, 5.8926, 35.2569], [-33.2851, 6.2728, 31.9872], [-32.8292, 6.4357, 32.7884], [-34.0464, 6.7706, 31.8031], [-38.5695, 6.0259, 26.7152], [-37.9673, 6.7697, 26.4912], [-39.4542, 6.6483, 26.9717], [-36.4908, 3.1236, 33.0856], [-36.8035, 2.9617, 33.8922], [-36.5639, 4.0818, 33.2038], [-42.2578, 7.4382, 26.1026], [-42.1419, 8.1456, 25.4299], [-41.4838, 7.3948, 26.4003]]
}

Quick one: least stable of them? *2*

*1*
{
  "formula": "H9O5",
  "method": "wB97M-V/def2-TZVPD",
  "homo_lumo_gap_ev": 9.22,
  "charge": -1,
  "species": ["O", "H", "O", "H", "H", "O", "H", "H", "O", "H", "H", "O", "H", "H"],
  "positions_angstrom": [[-0.5323, 1.0136, -0.7811], [-0.4612, 1.8668, -1.2693], [-2.6682, 1.8325, 0.6825], [-2.4507, 1.6398, 1.6484], [-1.8702, 1.4141, 0.2959], [-1.1398, -1.9981, -0.3805], [-1.0506, -1.3779, 0.3468], [-0.6288, -1.6091, -1.1381], [1.8491, 0.3181, -0.5973], [0.6358, 0.5641, -0.8075], [2.3481, 1.1160, -0.4236], [1.9245, -2.0295, 0.7613], [2.3362, -1.4837, 1.4572], [1.7080, -1.2666, 0.2051]]
}

*2*
{
  "formula": "H9O5",
  "method": "wB97M-V/def2-TZVPD",
  "homo_lumo_gap_ev": 8.01,
  "charge": -1,
  "species": ["O", "H", "O", "H", "H", "O", "H", "H", "O", "H", "H", "O", "H", "H"],
  "positions_angstrom": [[0.8712, -0.1468, -0.8457], [1.4973, 0.5213, -1.1383], [1.5929, -2.8373, -1.4123], [0.7168, -3.2826, -1.6659], [1.3918, -1.8710, -1.2817], [1.3355, 0.0883, 1.6532], [1.1482, -0.3506, 0.6445], [2.2575, -0.1142, 1.6315], [-1.6701, 1.6809, -1.4492], [-0.8944, 1.1055, -1.3461], [-2.2401, 1.2300, -0.7097], [-2.0756, 1.3404, 1.9608], [-1.3878, 0.8749, 2.3993], [-2.9208, 0.8818, 2.2119]]
}

Quick one: least stable of them? *2*

*1*
{
  "formula": "C2H9N2",
  "method": "wB97M-V/def2-TZVPD",
  "homo_lumo_gap_ev": 11.89,
  "charge": 1,
  "species": ["N", "H", "H", "H", "H", "C", "C", "N", "H", "H", "H", "H", "H"],
  "positions_angstrom": [[1.4971, 0.9875, -1.5751], [1.1219, -0.0901, -0.2027], [1.9939, 1.8490, -1.3656], [0.5860, 1.3611, -1.8550], [1.8398, 0.6173, -2.4565], [-1.8600, -0.3516, 1.0371], [-0.8380, -0.6323, 0.2596], [0.5578, -0.3437, 0.6724], [-1.6872, -0.1614, 2.0940], [-2.8558, -0.1441, 0.6675], [-0.8613, -0.9773, -0.7673], [0.5114, 0.5074, 1.2290], [1.0301, -1.1443, 1.1016]]
}

*2*
{
  "formula": "C2H9N2",
  "method": "wB97M-V/def2-TZVPD",
  "homo_lumo_gap_ev": 5.87,
  "charge": 1,
  "species": ["C", "N", "C", "N", "H", "H", "H", "H", "H", "H", "H", "H", "H"],
  "positions_angstrom": [[-0.3046, 0.0992, 1.2060], [-0.8375, -1.2992, 1.1618], [-0.2651, 0.9644, -0.1108], [1.3319, -0.3856, -1.7341], [0.6993, 0.2544, 1.7144], [-0.8628, 0.6541, 1.8983], [-1.0775, -1.5032, 0.2071], [-1.4670, -1.9313, 1.7911], [0.3944, 1.8286, 0.1707], [-1.2073, 1.2913, -0.5444], [1.1378, -0.5134, -2.7082], [1.8219, 0.4956, -2.0187], [0.6366, 0.0451, -1.0334]]
}

Quick one: least stable of them? *2*

*1*
{
  "formula": "C4H12N4O",
  "method": "wB97M-V/def2-TZVPD",
  "homo_lumo_gap_ev": 8.91,
  "charge": 0,
  "smiles": "NN=C(N)N.CCC=O",
  "species": ["N", "N", "C", "N", "N", "H", "H", "H", "H", "H", "H", "C", "C", "C", "O", "H", "H", "H", "H", "H", "H"],
  "positions_angstrom": [[-2.6654, -0.2803, -0.7895], [-1.8842, 0.2488, 0.2598], [-1.0339, 1.1682, -0.0395], [-0.5791, 1.4615, -1.3176], [-0.4821, 1.9181, 0.9847], [-2.0862, -0.8644, -1.3965], [-3.3519, -0.8824, -0.3444], [-0.2019, 2.3902, -1.4324], [-1.2203, 1.1580, -2.0380], [0.5012, 2.1233, 0.8809], [-0.7253, 1.5610, 1.8963], [2.2393, -0.6661, 1.0400], [1.4549, -0.8345, -0.2522], [0.0776, -1.5182, -0.0070], [-0.5349, -2.0781, -0.8826], [2.4503, -1.6373, 1.4846], [1.6734, -0.0810, 1.7641], [3.1837, -0.1570, 0.8558], [2.0050, -1.4559, -0.9641], [1.3162, 0.1233, -0.7640], [-0.1365, -1.6970, 1.0617]]
}

*2*
{
  "formula": "C4H12N4O",
  "method": "wB97M-V/def2-TZVPD",
  "homo_lumo_gap_ev": 10.00,
  "charge": 0,
  "smiles": "NNC(N)(N)O.C#CC",
  "species": ["N", "N", "C", "N", "N", "O", "H", "H", "H", "H", "H", "H", "H", "H", "C", "C", "C", "H", "H", "H", "H"],
  "positions_angstrom": [[-1.3389, 1.4190, 1.0840], [-1.8382, 0.5872, 0.0550], [-1.2871, -0.6989, -0.1129], [-2.1580, -1.5489, -0.8300], [-0.8632, -1.2724, 1.0861], [0.0876, -0.3888, -1.0831], [-1.6642, 1.0317, 1.9643], [-0.3166, 1.4078, 1.0915], [-1.8307, 1.0926, -0.8218], [-1.7114, -1.9849, -1.6250], [-2.9994, -1.0713, -1.1272], [0.0760, -0.9413, 1.3609], [-0.9095, -2.2815, 1.0578], [0.5329, -1.2170, -1.3012], [1.8520, 0.1992, 1.4103], [2.0173, 0.5183, 0.2475], [2.4741, 1.1389, -0.9856], [2.1049, 0.1080, 2.4360], [3.0278, 2.0518, -0.7479], [3.1222, 0.4555, -1.5477], [1.6226, 1.3949, -1.6112]]
}

Quick one: least stable of them? *2*

*1*
{
  "formula": "C4H12N4O",
  "method": "wB97M-V/def2-TZVPD",
  "homo_lumo_gap_ev": 9.11,
  "charge": 0,
  "smiles": "CN/N=C(\\CO)N(C)N",
  "species": ["C", "N", "N", "C", "C", "O", "N", "C", "N", "H", "H", "H", "H", "H", "H", "H", "H", "H", "H", "H", "H"],
  "positions_angstrom": [[2.5879, -0.7882, 0.7256], [1.9233, -0.6629, -0.5423], [0.4699, -0.8956, -0.4745], [-0.3113, 0.1196, -0.2334], [0.1522, 1.5147, 0.0107], [1.1868, 1.8693, -0.8687], [-1.6095, -0.2479, -0.0283], [-2.6629, 0.6012, 0.4087], [-2.0210, -1.5201, -0.5596], [2.5189, 0.0677, 1.3118], [3.6465, -0.8618, 0.5800], [2.2193, -1.6704, 1.2527], [2.3441, -1.2879, -1.1805], [0.5607, 1.5774, 0.9936], [-0.6383, 2.2109, -0.0830], [1.7719, 1.0837, -0.8872], [-2.5088, 1.6064, 0.0873], [-2.8309, 0.5953, 1.4867], [-3.6116, 0.2444, -0.0475], [-1.2532, -2.1550, -0.3723], [-1.9339, -1.4009, -1.5799]]
}

*2*
{
  "formula": "C4H12N4O",
  "method": "wB97M-V/def2-TZVPD",
  "homo_lumo_gap_ev": 9.55,
  "charge": 0,
  "smiles": "[H]/N=C(/C)N.CNC(N)=O",
  "species": ["H", "N", "C", "C", "N", "H", "H", "H", "H", "H", "C", "N", "C", "N", "O", "H", "H", "H", "H", "H", "H"],
  "positions_angstrom": [[-0.4306, -1.4921, -1.1375], [0.4364, -1.7525, -0.6722], [1.2627, -0.7908, -0.5839], [2.6011, -1.0543, 0.0496], [1.1972, 0.3802, -1.3352], [2.8281, -0.2840, 0.7857], [2.5951, -2.0314, 0.5215], [3.3816, -1.0421, -0.7090], [0.4147, 0.9878, -1.5425], [2.0355, 0.9358, -1.4195], [-0.4271, 1.0007, 1.7833], [-1.3886, 0.2816, 0.9859], [-1.7321, 0.6717, -0.2987], [-2.8311, 0.0256, -0.8136], [-1.2748, 1.6733, -0.8261], [-0.1009, 1.8683, 1.2129], [0.4269, 0.3590, 2.0170], [-0.8752, 1.3270, 2.7225], [-1.8317, -0.5252, 1.3944], [-3.2145, -0.7910, -0.3717], [-3.0726, 0.2524, -1.7630]]
}

Quick one: least stable of them? *1*

*1*
{
  "formula": "HNO2",
  "method": "wB97M-V/def2-TZVPD",
  "homo_lumo_gap_ev": 11.98,
  "charge": 0,
  "smiles": "O=[NH+][O-]",
  "species": ["O", "N", "O", "H"],
  "positions_angstrom": [[-1.6200, -0.9078, -0.0106], [-0.9222, 0.0494, 0.0377], [-1.2264, 1.2116, -0.0100], [0.2472, -0.0203, -0.0014]]
}

*2*
{
  "formula": "HNO2",
  "method": "wB97M-V/def2-TZVPD",
  "homo_lumo_gap_ev": 11.07,
  "charge": 0,
  "smiles": "O=NO",
  "species": ["O", "N", "O", "H"],
  "positions_angstrom": [[-0.6159, -0.6149, -0.6292], [-0.4583, 0.1256, 0.2981], [0.8549, 0.5141, 0.4000], [1.2960, -0.0725, -0.2535]]
}

Quick one: least stable of them? *1*

*1*
{
  "formula": "C4H15NO2",
  "method": "wB97M-V/def2-TZVPD",
  "homo_lumo_gap_ev": 9.13,
  "charge": 0,
  "smiles": "CCCNC.O.O",
  "species": ["C", "C", "C", "N", "C", "H", "H", "H", "H", "H", "H", "H", "H", "H", "H", "H", "O", "H", "H", "O", "H", "H"],
  "positions_angstrom": [[0.5011, -2.2636, -0.6725], [0.1258, -1.0236, -1.5637], [0.9354, 0.1484, -1.0505], [0.3426, 0.7143, 0.1934], [0.7339, 2.0628, 0.6101], [1.5578, -2.3430, -0.4278], [-0.0227, -3.1283, -1.0663], [0.0340, -2.0510, 0.2918], [-0.9355, -0.7782, -1.6152], [0.3883, -1.3351, -2.5817], [0.8568, 1.0785, -1.6094], [1.9708, -0.1374, -0.8314], [-0.0051, 0.1614, 0.9514], [1.7182, 2.1641, 1.0679], [-0.0808, 2.3011, 1.2962], [0.5650, 2.7280, -0.2439], [-5.7130, 0.4579, 0.9414], [-6.3433, 0.0250, 0.3710], [-5.2750, -0.2482, 1.4373], [3.5825, -0.1616, 0.9814], [3.7999, 0.7128, 1.2804], [2.6613, -0.3472, 1.1589]]
}

*2*
{
  "formula": "C4H15NO2",
  "method": "wB97M-V/def2-TZVPD",
  "homo_lumo_gap_ev": 10.12,
  "charge": 0,
  "smiles": "CNC(C)C.O.O",
  "species": ["C", "N", "C", "C", "C", "H", "H", "H", "H", "H", "H", "H", "H", "H", "H", "H", "O", "H", "H", "O", "H", "H"],
  "positions_angstrom": [[1.6741, 0.1046, 1.7394], [0.9242, -0.1619, 0.4851], [0.2047, 0.9371, -0.1124], [-1.3579, 0.6805, -0.0238], [0.5642, 1.3142, -1.5532], [2.5181, -0.5591, 1.8386], [0.9462, -0.2412, 2.4928], [1.8770, 1.1675, 1.8629], [1.6078, -0.4315, -0.2176], [0.1979, 1.8682, 0.4747], [-1.6359, 1.0172, 0.9954], [-1.5880, -0.3648, -0.1466], [-1.9952, 1.1965, -0.7657], [-0.1421, 2.0502, -1.9663], [0.6886, 0.4572, -2.1854], [1.4767, 1.9050, -1.7332], [-1.1128, -2.4014, 1.7248], [-1.2848, -2.9834, 0.9995], [-0.2630, -1.9516, 1.8480], [-1.1293, -1.5136, -2.1498], [-0.4514, -1.3198, -1.4801], [-1.7191, -0.7700, -2.1273]]
}

Quick one: least stable of them? *2*